# 1
C37H46IrNOS4Si as an isolated structure, computed with ωB97M-V/def2-TZVPD.

Geometry as XYZ:
```
91
Properties=species:S:1:pos:R:3:mulliken_spin:R:1
Ir 0.20 0.16 0.71 0.620
S 2.77 -0.19 1.19 0.135
S 0.12 -0.53 2.94 -0.015
S 3.26 0.94 4.36 0.000
S 1.05 -2.94 -0.20 0.011
Si -2.55 1.50 -0.21 0.027
O 0.37 -1.53 -0.43 0.108
N 0.07 2.30 0.20 -0.089
C 1.41 4.37 0.40 -0.003
C -5.27 2.14 -0.80 0.002
C -6.82 2.95 0.85 0.006
C 2.74 -1.60 2.32 -0.003
C 1.48 -1.72 3.18 0.012
C 1.60 1.66 4.13 0.004
C -2.34 1.16 -2.00 0.000
C 4.07 1.70 2.93 0.004
C -4.57 2.48 1.52 0.000
C -0.47 -5.79 2.15 0.001
C 0.44 0.69 4.26 0.000
C -2.26 -4.23 1.73 0.000
C -1.58 -0.25 -3.82 0.004
C -0.23 -3.89 -2.42 0.000
C 0.66 1.87 -1.10 0.033
C -1.41 -3.46 0.94 -0.006
C -1.27 2.89 0.12 0.006
C -2.63 2.17 -2.93 -0.003
C 0.98 -3.71 -1.75 0.007
C -4.25 2.10 0.18 0.005
C 0.39 -5.03 1.37 0.002
C 4.23 0.76 1.74 0.001
C -1.79 -5.39 2.33 0.000
C 0.98 -5.11 -4.11 -0.001
C 2.17 -4.94 -3.42 0.001
C 1.52 4.21 -1.12 0.001
C -0.10 -3.88 0.77 0.010
C -2.39 1.98 -4.28 0.003
C 1.02 3.04 1.07 0.011
C -6.53 2.57 -0.47 -0.001
C -5.83 2.91 1.85 0.000
C -1.83 0.22 0.89 0.070
C 1.84 2.76 -1.51 -0.007
C 2.18 -4.23 -2.22 -0.001
C -1.82 -0.05 -2.47 -0.002
C -1.86 0.77 -4.73 0.002
C -0.22 -4.59 -3.61 0.001
H 4.97 -0.02 1.94 0.005
H -3.29 -3.93 1.86 0.000
H 1.58 2.11 3.16 0.002
H -1.47 3.43 1.05 0.003
H 0.68 5.14 0.65 0.000
H 0.58 4.50 -1.60 0.000
H -1.76 -2.56 0.46 0.006
H 3.09 -5.35 -3.80 0.000
H 4.58 1.31 0.86 0.001
H 1.73 -1.63 4.23 0.000
H -1.16 -3.49 -2.02 0.000
H -3.03 3.13 -2.60 0.000
H 0.98 -5.65 -5.04 0.000
H 3.11 -4.08 -1.68 0.000
H -0.11 -6.70 2.61 0.000
H -1.69 0.61 -5.79 0.000
H -0.49 1.24 4.32 0.001
H 2.84 -2.49 1.70 0.001
H 2.77 2.43 -1.05 0.002
H 0.56 3.21 2.03 0.010
H 1.00 -2.68 3.02 0.000
H 2.36 4.69 0.83 0.000
H 1.48 2.43 4.89 0.000
H -2.10 0.36 1.94 0.015
H -1.15 -4.74 -4.15 0.000
H 2.29 4.87 -1.51 0.000
H -7.30 2.60 -1.23 0.000
H -2.45 -5.99 2.94 0.000
H -1.59 -0.85 -1.77 -0.006
H 0.52 0.07 5.15 -0.001
H 5.06 2.02 3.25 0.000
H -1.18 -1.19 -4.18 0.000
H 3.51 2.60 2.67 -0.001
H -3.81 2.45 2.30 -0.001
H -7.82 3.27 1.11 0.000
H 1.02 0.80 -1.01 0.006
H -2.61 2.77 -4.99 0.000
H -0.13 1.88 -1.85 -0.001
H 1.90 2.42 1.17 -0.003
H -1.39 3.56 -0.73 -0.003
H -2.22 -0.78 0.64 0.008
H 3.62 -1.52 2.95 0.001
H 1.97 2.67 -2.59 -0.001
H 1.42 -5.34 1.23 -0.001
H -5.06 1.81 -1.82 0.000
H -6.05 3.22 2.86 0.000
```

Its multiplicity is 2. As for the orbital gap (alpha / beta): 5.15 / 3.84 eV. As for the energy above the lowest of the compared OMol25 structures with the same formula, charge and spin: 36.53 kcal/mol. For the total energy, the calculation gives -96682.995 eV. The HOMO energy (alpha / beta) is -15.6340 / -15.5983 eV. The total charge is +3.



# 2
C29H41AsGe2N3S3SeW as an isolated structure, computed with ωB97M-V/def2-TZVPD.

Geometry as XYZ:
```
81
Properties=species:S:1:pos:R:3:mulliken_spin:R:1
W 0.74 -0.05 0.71 0.501
Se -1.18 0.67 2.16 -0.029
As 3.68 2.76 0.44 0.024
Ge -0.08 -1.98 -0.74 0.196
Ge -2.39 -2.01 -2.20 0.127
S 1.22 -1.78 2.12 0.021
S 2.87 0.86 1.24 0.031
S 1.84 0.03 4.59 0.004
N 2.28 -2.47 4.45 0.004
N -3.64 1.67 1.06 -0.003
N -2.01 3.08 0.79 0.001
C -3.40 -3.27 -1.14 -0.002
C 2.29 -0.80 6.18 -0.001
C -5.50 3.13 0.12 0.001
C 2.38 -0.85 -2.18 0.015
C -3.16 3.73 0.31 0.000
C 1.66 -5.59 -2.08 -0.007
C -2.34 1.87 1.23 0.000
C 4.78 3.39 1.87 0.000
C 0.55 -3.77 -0.96 0.016
C 2.82 -2.19 5.79 -0.001
C -4.66 5.31 -0.56 0.000
C 2.20 1.19 -3.45 -0.002
C -2.98 -0.16 -2.21 0.020
C -4.44 0.51 1.46 -0.001
C -5.71 4.39 -0.40 0.000
C -4.19 2.82 0.48 -0.002
C 2.30 4.04 0.09 0.001
C 4.79 2.54 -1.09 0.005
C 2.83 -0.03 -3.20 0.005
C 1.14 -6.48 -1.15 0.030
C 1.21 -0.52 -1.48 0.055
C 1.84 -1.47 3.75 0.009
C -3.36 5.00 -0.21 -0.001
C 1.12 1.61 -2.67 0.037
C 0.32 -6.03 -0.12 -0.011
C 1.36 -4.24 -2.00 0.017
C 0.63 0.75 -1.72 -0.071
C 0.01 -4.68 -0.03 0.016
C -1.53 -2.64 -3.81 0.012
H -3.12 0.22 -1.20 -0.010
H -6.72 4.68 -0.68 0.000
H -4.94 0.09 0.59 0.000
H 1.68 4.14 0.98 0.000
H -0.65 -4.33 0.76 0.002
H 1.39 -0.84 6.79 0.001
H 2.35 -3.41 4.06 0.000
H -4.87 6.29 -0.97 0.000
H -3.93 -0.11 -2.74 0.005
H 4.21 3.41 2.79 0.000
H 4.20 2.35 -1.98 0.001
H 2.55 1.82 -4.26 0.000
H -4.43 -3.27 -1.51 0.005
H -1.16 -3.65 -3.65 -0.002
H -3.80 -0.24 1.92 -0.001
H 3.90 -2.22 5.75 0.000
H 1.72 3.72 -0.77 0.001
H -2.98 -4.26 -1.28 -0.001
H 1.37 -7.53 -1.23 0.001
H 1.75 -3.56 -2.75 0.001
H 3.04 -0.20 6.68 0.000
H -1.11 3.52 0.94 0.001
H -0.28 1.03 -1.16 -0.040
H 5.14 4.39 1.62 0.000
H 2.78 4.99 -0.13 0.000
H 2.29 -5.95 -2.89 0.000
H -2.26 0.45 -2.75 0.002
H -3.41 -2.99 -0.09 0.001
H 5.50 1.73 -0.92 0.000
H -0.09 -6.72 0.60 0.000
H -0.74 -1.98 -4.14 -0.001
H -6.32 2.44 0.26 0.000
H 5.33 3.49 -1.19 0.001
H 5.63 2.72 1.96 0.000
H 2.89 -1.78 -1.96 0.001
H 2.48 -2.95 6.49 0.001
H -2.31 -2.66 -4.58 0.012
H -2.56 5.72 -0.33 0.000
H 0.66 2.58 -2.85 0.000
H 3.68 -0.33 -3.80 0.000
H -5.19 0.82 2.18 0.000
```

Its multiplicity is 2. As for the orbital gap (alpha / beta): 5.45 / 5.50 eV. As for the energy above the lowest of the compared OMol25 structures with the same formula, charge and spin: 29.02 kcal/mol. For the total energy, the calculation gives -308719.425 eV. The HOMO energy (alpha / beta) is -17.8036 / -18.0705 eV. The total charge is +4.



# 3
C10F30Li2N5O20S10 as an isolated structure, computed with ωB97M-V/def2-TZVPD.

Geometry as XYZ:
```
77
Properties=species:S:1:pos:R:3:lowdin_charge:R:1
S -1.81 -0.78 -9.24 0.612
S -4.91 -4.63 2.86 0.632
S -1.57 1.88 2.39 0.614
S -0.83 1.33 -7.86 0.566
S -4.21 -7.06 3.58 0.538
S 3.79 6.76 1.72 0.602
S 3.87 -1.37 2.29 0.597
S -0.62 2.17 -0.05 0.631
S 4.08 -0.03 -0.01 0.661
S 2.65 4.60 2.64 0.587
F -4.38 -2.05 2.98 0.125
F -0.21 0.05 -1.52 0.113
F -3.28 -8.42 1.51 0.128
F 3.90 2.25 2.84 0.119
F 2.02 2.41 3.88 0.109
F 2.75 -2.86 4.14 0.160
F -2.16 0.06 -0.58 0.177
F 4.47 -1.15 -2.32 0.150
F -3.15 -3.13 1.53 0.132
F -3.78 -9.61 3.24 0.117
F 2.38 -0.71 -1.87 0.150
F 0.49 0.96 -5.61 0.107
F -1.72 1.39 -2.28 0.170
F -1.57 1.47 -5.28 0.126
F -1.06 -0.53 -5.94 0.136
F 2.79 8.38 3.62 0.144
F -1.96 -8.43 3.21 0.115
F 4.79 7.66 4.01 0.107
F 4.47 9.20 2.53 0.115
F 1.53 -2.56 2.39 0.126
F -4.06 -1.29 -7.94 0.117
F -4.30 -0.96 -10.05 0.099
F -3.49 -2.84 -9.36 0.144
F -2.27 -0.64 2.89 0.128
F -2.78 -3.33 3.69 0.131
F 3.78 3.35 4.74 0.159
F 3.36 -2.45 -1.00 0.170
F 1.75 -0.93 3.80 0.138
F -2.62 0.71 4.51 0.171
F -0.56 0.07 4.02 0.114
O -3.84 -6.90 4.97 -0.311
O -1.08 2.75 -7.75 -0.319
O -5.38 -4.51 4.21 -0.312
O -5.86 -4.55 1.78 -0.295
O 2.27 4.08 1.34 -0.359
O 1.65 5.21 3.45 -0.269
O -1.29 3.01 3.23 -0.254
O -2.84 1.85 1.72 -0.295
O 0.44 0.94 -8.42 -0.305
O 4.69 -0.73 3.28 -0.265
O -0.95 -1.77 -8.62 -0.310
O -5.59 -7.46 3.40 -0.329
O -1.51 3.29 -0.08 -0.242
O 0.67 2.54 -0.63 -0.382
O -1.59 -0.59 -10.65 -0.317
O 2.47 7.03 1.20 -0.295
O 3.68 1.27 -0.52 -0.384
O 4.93 6.96 0.87 -0.310
O 5.48 -0.21 0.16 -0.245
O 4.38 -2.52 1.59 -0.277
N -3.78 -5.87 2.64 -0.302
N -2.15 0.62 -8.43 -0.301
N -0.30 1.47 1.43 -0.369
N 3.07 -0.36 1.31 -0.381
N 4.07 5.37 2.58 -0.288
C -3.25 -8.45 2.84 -0.687
C 3.51 -1.20 -1.39 -0.664
C 3.17 3.07 3.61 -0.662
C 3.95 8.08 3.05 -0.670
C -1.77 0.40 3.55 -0.651
C -3.51 -1.54 -9.13 -0.684
C -0.76 0.76 -6.06 -0.667
C -1.26 0.82 -1.18 -0.664
C 2.37 -1.95 3.25 -0.674
C -3.71 -3.18 2.74 -0.690
Li 2.71 2.95 -0.72 0.761
Li 1.31 0.36 1.34 0.630
```

As for the orbital gap: 8.24 eV. As for the energy above the lowest of the compared OMol25 structures with the same formula, charge and spin: 0.00 kcal/mol. For the total energy, the calculation gives -249060.065 eV. The HOMO energy is -3.8427 eV. The total charge is -3.



# 4
One molecule with the formula C3H5N3O, computed with ωB97M-V/def2-TZVPD.

Geometry as XYZ:
```
12
Properties=species:S:1:pos:R:3:lowdin_charge:R:1
O 1.81 1.42 -0.93 -0.061
N -1.52 -0.88 -0.57 0.002
N -0.65 0.11 -0.84 0.096
N -0.15 -0.88 1.13 0.120
C -1.20 -1.46 0.60 -0.175
C 0.16 0.07 0.20 -0.359
C 1.32 1.02 0.32 -0.210
H 1.05 1.64 -1.48 0.075
H 2.13 0.50 0.84 0.122
H -1.75 -2.30 1.02 0.120
H -2.25 -1.12 -1.22 0.150
H 1.04 1.88 0.94 0.121
```

As for the orbital gap: 10.88 eV. As for the energy above the lowest of the compared OMol25 structures with the same formula, charge and spin: 25.79 kcal/mol. For the total energy, the calculation gives -9709.465 eV. The HOMO energy is -10.0560 eV. The total charge is 0. As for the structure (SMILES): OCc1nc[nH]n1.



# 5
A 2-piece molecular cluster, C3H2N2O3 overall, computed with ωB97M-V/def2-TZVPD.

Geometry as XYZ:
```
10
Properties=species:S:1:pos:R:3:lowdin_charge:R:1
O 1.30 2.85 0.95 0.192
O 2.93 1.44 1.72 0.233
O 0.34 0.04 1.53 0.055
N -1.41 -0.77 -1.40 -0.116
N -2.02 -0.91 -2.40 0.125
C -0.08 -0.76 0.74 -0.261
C -0.64 -0.42 -0.56 0.085
C 2.11 2.12 1.34 -0.479
H -2.33 -1.75 -2.74 0.047
H -0.20 -1.83 0.82 0.119
```

As for the orbital gap (alpha / beta): 9.31 / 9.31 eV. As for the energy above the lowest of the compared OMol25 structures with the same formula, charge and spin: 96.74 kcal/mol. For the total energy, the calculation gives -12262.787 eV. The HOMO energy (alpha / beta) is -9.4265 / -9.4260 eV. The total charge is 0.



- Which value of total charge does entry 3 give?
  -3